# C50H39CuN5OP2

C50H39CuN5OP2 as an isolated structure (ωB97M-V/def2-TZVPD, the OMol25 dataset).

Values from the calculation:
F_max = 1.798 eV/A
2S+1 = 1
Orbital gap = 6.109 eV
Charge = +1
E_tot = -4600.57758 hartree
HOMO energy = -9.328 eV

Geometry (Å):
1 Cu -0.600 -1.408 -0.490
2 N 0.020 2.266 -0.146
3 C 0.752 1.133 -0.618
4 N 0.888 -0.133 0.192
5 C 0.869 -0.363 1.609
6 N 0.736 -1.596 1.998
7 N 0.336 -2.406 1.037
8 C 0.758 -3.597 0.815
9 C 0.441 -4.127 -0.487
10 C 0.817 -5.411 -0.892
11 C 0.701 -5.760 -2.222
12 C 0.192 -4.828 -3.121
13 C -0.200 -3.592 -2.642
14 N -0.076 -3.239 -1.370
15 C 1.165 0.694 2.513
16 C 0.935 0.649 3.848
17 C 0.987 1.839 4.642
18 C 1.243 3.044 4.114
19 C 1.664 3.221 2.703
20 C 1.527 1.968 1.830
21 H 0.141 3.052 -0.773
22 H 0.336 0.856 -1.589
23 H 1.472 -4.103 1.454
24 H 1.214 -6.099 -0.163
25 H 1.012 -6.737 -2.559
26 H 0.112 -5.056 -4.170
27 H -0.602 -2.837 -3.304
28 H 0.629 -0.282 4.302
29 H 0.741 1.753 5.689
30 H 1.234 3.939 4.720
31 H 2.672 3.651 2.691
32 O -0.880 2.070 1.968
33 C 0.224 2.578 1.226
34 C 0.701 3.981 1.731
35 C 1.527 4.803 0.815
36 C 2.664 4.364 0.244
37 C 3.135 3.011 0.182
38 C 2.621 1.908 0.795
39 P 2.494 0.390 -0.176
40 C 3.121 0.089 -1.854
41 C 2.352 -0.374 -2.914
42 C 2.965 -0.680 -4.115
43 C 4.329 -0.494 -4.272
44 C 5.096 -0.025 -3.217
45 C 4.495 0.255 -2.004
46 C 3.464 -0.921 0.688
47 C 3.938 -0.722 1.976
48 C 4.440 -1.793 2.693
49 C 4.454 -3.058 2.126
50 C 3.989 -3.255 0.834
51 C 3.491 -2.187 0.114
52 C -2.117 2.525 1.545
53 C -2.655 3.676 2.114
54 C -3.862 4.189 1.676
55 C -4.547 3.550 0.657
56 C -4.055 2.369 0.137
57 C -2.845 1.826 0.576
58 P -2.340 0.181 -0.097
59 C -3.568 -0.932 0.691
60 C -4.865 -0.574 1.045
61 C -5.714 -1.510 1.609
62 C -5.290 -2.812 1.816
63 C -4.003 -3.178 1.464
64 C -3.147 -2.240 0.919
65 C -3.024 0.397 -1.776
66 C -2.710 1.574 -2.455
67 C -3.283 1.843 -3.680
68 C -4.148 0.925 -4.254
69 C -4.402 -0.279 -3.618
70 C -3.838 -0.550 -2.384
71 H -0.096 4.563 2.186
72 H 1.249 5.840 0.707
73 H 3.252 5.075 -0.317
74 H 3.939 2.842 -0.523
75 H 1.291 -0.534 -2.798
76 H 2.376 -1.081 -4.925
77 H 4.800 -0.727 -5.215
78 H 6.163 0.097 -3.334
79 H 5.079 0.584 -1.153
80 H 3.918 0.273 2.404
81 H 4.802 -1.645 3.699
82 H 4.818 -3.899 2.699
83 H 3.999 -4.242 0.392
84 H 3.122 -2.322 -0.897
85 H -2.128 4.157 2.922
86 H -4.263 5.089 2.116
87 H -5.471 3.956 0.272
88 H -4.613 1.870 -0.643
89 H -5.225 0.430 0.886
90 H -6.716 -1.221 1.888
91 H -5.962 -3.540 2.244
92 H -3.660 -4.190 1.617
93 H -2.134 -2.524 0.659
94 H -2.048 2.291 -1.989
95 H -3.077 2.780 -4.176
96 H -4.622 1.150 -5.196
97 H -5.063 -0.998 -4.076
98 H -4.052 -1.484 -1.883

Just the Löwdin charges please, in e? Sure, here they are:
1. Cu 0.216
2. N 0.096
3. C -0.284
4. N -0.110
5. C -0.294
6. N 0.146
7. N -0.048
8. C -0.054
9. C -0.238
10. C 0.001
11. C -0.037
12. C -0.034
13. C -0.108
14. N 0.067
15. C -0.125
16. C 0.032
17. C -0.050
18. C -0.004
19. C -0.143
20. C -0.233
21. H 0.147
22. H 0.095
23. H 0.129
24. H 0.121
25. H 0.117
26. H 0.110
27. H 0.118
28. H 0.125
29. H 0.109
30. H 0.120
31. H 0.159
32. O 0.013
33. C -0.343
34. C -0.101
35. C -0.030
36. C -0.077
37. C -0.065
38. C -0.158
39. P 0.987
40. C -0.278
41. C -0.076
42. C -0.067
43. C -0.064
44. C -0.060
45. C -0.084
46. C -0.274
47. C -0.071
48. C -0.057
49. C -0.067
50. C -0.091
51. C -0.090
52. C -0.236
53. C 0.001
54. C -0.056
55. C -0.062
56. C -0.106
57. C -0.244
58. P 1.151
59. C -0.339
60. C -0.065
61. C -0.065
62. C -0.072
63. C -0.070
64. C -0.111
65. C -0.377
66. C -0.116
67. C -0.072
68. C -0.078
69. C -0.074
70. C -0.083
71. H 0.134
72. H 0.112
73. H 0.108
74. H 0.102
75. H 0.088
76. H 0.108
77. H 0.110
78. H 0.112
79. H 0.115
80. H 0.110
81. H 0.110
82. H 0.108
83. H 0.108
84. H 0.111
85. H 0.116
86. H 0.111
87. H 0.112
88. H 0.111
89. H 0.092
90. H 0.109
91. H 0.107
92. H 0.107
93. H 0.052
94. H 0.097
95. H 0.108
96. H 0.105
97. H 0.107
98. H 0.107



# C14H33ClN3O2

A 3-piece molecular cluster, C14H33ClN3O2 overall (ωB97M-V/def2-TZVPD, the OMol25 dataset).

Values from the calculation:
F_max = 2.953 eV/A
2S+1 = 1
Orbital gap = 7.665 eV
Charge = +1
E_tot = -1327.88435 hartree
HOMO energy = -11.310 eV

Geometry (Å):
1 C 1.358 -0.783 3.039
2 C 0.737 0.065 1.923
3 Cl 0.686 -0.847 0.370
4 C -0.672 0.577 2.227
5 C -1.598 -0.572 2.537
6 C -2.135 -0.803 3.947
7 N -3.284 -1.743 3.655
8 C -3.427 -1.765 2.299
9 N -3.915 -2.741 1.569
10 N -2.934 -0.598 1.845
11 H 2.094 -0.197 3.583
12 H 1.894 -1.616 2.599
13 H 0.639 -1.146 3.767
14 H 1.374 0.931 1.790
15 H -0.672 1.363 2.978
16 H -1.033 1.028 1.304
17 H -1.191 -1.557 2.280
18 H -1.425 -1.333 4.570
19 H -2.455 0.103 4.447
20 H -2.905 -2.658 3.920
21 H -3.701 -3.707 1.770
22 H -4.473 -2.551 0.749
23 H -2.899 -0.511 0.835
24 C -0.748 3.202 -2.473
25 C -1.553 2.945 -1.212
26 O -1.422 3.953 -0.229
27 C -1.839 5.257 -0.608
28 C -3.303 5.346 -1.002
29 H 0.305 3.350 -2.231
30 H -0.835 2.357 -3.157
31 H -1.092 4.093 -2.999
32 H -1.192 2.026 -0.744
33 H -2.610 2.779 -1.451
34 H -1.197 5.643 -1.405
35 H -1.663 5.888 0.263
36 H -3.522 4.757 -1.894
37 H -3.574 6.380 -1.213
38 H -3.940 4.974 -0.197
39 C 4.098 -1.734 -0.978
40 C 3.094 -1.820 -2.116
41 O 3.688 -1.939 -3.392
42 C 4.504 -3.079 -3.602
43 C 3.773 -4.400 -3.439
44 H 4.792 -0.909 -1.143
45 H 3.582 -1.575 -0.030
46 H 4.688 -2.647 -0.886
47 H 2.508 -0.900 -2.144
48 H 2.382 -2.638 -1.949
49 H 5.386 -3.040 -2.953
50 H 4.870 -2.996 -4.625
51 H 3.417 -4.546 -2.418
52 H 4.436 -5.230 -3.682
53 H 2.905 -4.440 -4.099

Just the Löwdin charges please, in e? Sure, here they are:
1. C -0.089
2. C -0.676
3. Cl 0.667
4. C -0.162
5. C -0.299
6. C -0.068
7. N 0.135
8. C -0.398
9. N 0.247
10. N 0.145
11. H 0.089
12. H 0.068
13. H 0.060
14. H 0.106
15. H 0.140
16. H 0.091
17. H 0.130
18. H 0.120
19. H 0.136
20. H 0.156
21. H 0.146
22. H 0.147
23. H 0.158
24. C -0.070
25. C -0.294
26. O -0.169
27. C -0.274
28. C -0.077
29. H 0.086
30. H 0.080
31. H 0.071
32. H 0.089
33. H 0.107
34. H 0.110
35. H 0.119
36. H 0.067
37. H 0.081
38. H 0.080
39. C -0.081
40. C -0.310
41. O -0.155
42. C -0.276
43. C -0.080
44. H 0.086
45. H 0.042
46. H 0.069
47. H 0.099
48. H 0.100
49. H 0.108
50. H 0.120
51. H 0.063
52. H 0.079
53. H 0.081



# C4H10NO2

An isolated ion of composition C4H10NO2 and charge -1 (ωB97M-V/def2-TZVPD, the OMol25 dataset).

Values from the calculation:
F_max = 2.537 eV/A
2S+1 = 1
Orbital gap = 6.859 eV
Charge = -1
E_tot = -363.61274 hartree
Energy above the lowest of the compared OMol25 structures with the same formula, charge and spin = 70.1 kcal per mole
HOMO energy = -2.672 eV

Geometry (Å):
1 C 0.727 -0.586 0.345
2 C -0.443 -0.036 1.184
3 C -1.711 -0.870 0.893
4 O -2.076 -0.702 -0.439
5 N 0.649 -0.301 -1.062
6 C 1.475 0.708 -1.471
7 O 0.971 2.156 -1.321
8 H 1.595 -0.053 0.810
9 H 0.970 -1.609 0.651
10 H -0.257 -0.160 2.260
11 H -0.710 0.981 0.909
12 H -1.571 -1.913 1.214
13 H -2.496 -0.421 1.520
14 H -1.320 -0.638 -1.060
15 H 1.668 0.636 -2.550
16 H 2.436 0.807 -0.929
17 H 0.092 2.001 -0.954

Just the Löwdin charges please, in e? Sure, here they are:
1. C -0.351
2. C -0.206
3. C -0.333
4. O -0.118
5. N -0.142
6. C -0.419
7. O -0.189
8. H 0.087
9. H 0.084
10. H 0.094
11. H 0.094
12. H 0.098
13. H 0.095
14. H 0.048
15. H 0.071
16. H 0.076
17. H 0.013



# C3H14N3O2

A 3-piece molecular cluster, C3H14N3O2 overall (ωB97M-V/def2-TZVPD, the OMol25 dataset).

Values from the calculation:
F_max = 3.325 eV/A
2S+1 = 1
Orbital gap = 10.948 eV
Charge = +1
E_tot = -437.24341 hartree
Energy above the lowest of the compared OMol25 structures with the same formula, charge and spin = 14.3 kcal per mole
HOMO energy = -13.746 eV

Geometry (Å):
1 C 0.040 1.881 -0.489
2 C 0.227 0.584 0.350
3 N 1.202 -0.259 -0.283
4 C 1.378 -1.549 -0.033
5 N 2.360 -2.199 -0.632
6 N 0.546 -2.218 0.793
7 H 0.980 2.237 -0.908
8 H -0.388 2.610 0.185
9 H -0.609 1.713 -1.345
10 H 0.558 1.003 1.312
11 H -0.730 0.220 0.713
12 H 1.645 0.130 -1.101
13 H 2.986 -1.718 -1.254
14 H 2.584 -3.164 -0.560
15 H 1.012 -2.834 1.438
16 H -0.114 -1.620 1.291
17 H -1.636 -0.646 3.163
18 H -0.244 -1.030 3.783
19 O -0.699 -0.779 3.002
20 H -3.880 2.021 -2.618
21 H -3.824 2.853 -3.824
22 O -3.396 2.764 -2.983

Just the Löwdin charges please, in e? Sure, here they are:
1. C -0.053
2. C -0.231
3. N 0.100
4. C -0.418
5. N 0.216
6. N 0.208
7. H 0.079
8. H 0.083
9. H 0.076
10. H 0.120
11. H 0.107
12. H 0.158
13. H 0.133
14. H 0.129
15. H 0.130
16. H 0.065
17. H 0.074
18. H 0.047
19. O -0.026
20. H 0.029
21. H 0.025
22. O -0.052



# C35H33N10OTeZn

C35H33N10OTeZn as an isolated structure (ωB97M-V/def2-TZVPD, the OMol25 dataset).

Values from the calculation:
F_max = 0.429 eV/A
2S+1 = 1
Orbital gap = 3.883 eV
Charge = -1
E_tot = -4023.79467 hartree
HOMO energy = -2.435 eV

Geometry (Å):
1 Zn 2.741 -1.577 2.157
2 C -0.705 2.406 4.371
3 N 0.330 1.419 4.125
4 C 0.534 0.623 3.072
5 N 1.583 -0.135 3.304
6 C 2.006 0.243 4.537
7 N 1.263 1.177 5.080
8 C -0.644 3.610 3.464
9 C -0.063 4.787 3.924
10 C -0.007 5.915 3.115
11 C -0.520 5.874 1.830
12 C -1.093 4.694 1.359
13 C -1.156 3.570 2.175
14 C -1.582 4.638 -0.016
15 N -1.701 5.584 -0.885
16 N -2.141 4.984 -2.059
17 C -2.254 3.726 -1.808
18 O -1.924 3.432 -0.526
19 C -2.558 2.605 -2.693
20 C -2.572 2.759 -4.075
21 C -2.717 1.635 -4.873
22 C -2.811 0.372 -4.304
23 C -2.819 0.216 -2.923
24 C -2.923 -1.168 -2.320
25 N -2.430 -1.242 -0.958
26 C -1.313 -0.736 -0.414
27 N -1.318 -0.911 0.892
28 C -2.490 -1.566 1.098
29 N -3.202 -1.781 0.014
30 C -2.725 1.346 -2.128
31 H -0.544 2.720 5.399
32 H -1.679 1.918 4.318
33 H -0.097 0.575 2.194
34 H 2.894 -0.169 4.991
35 H 0.352 4.818 4.924
36 H 0.448 6.824 3.486
37 H -0.475 6.735 1.177
38 H -1.614 2.662 1.801
39 H -2.437 3.743 -4.505
40 H -2.711 1.738 -5.950
41 H -2.858 -0.504 -4.942
42 H -2.392 -1.886 -2.946
43 H -3.967 -1.476 -2.258
44 H -0.545 -0.250 -0.995
45 H -2.823 -1.894 2.069
46 H -2.723 1.253 -1.052
47 C 0.416 -4.857 -2.611
48 C -0.192 -3.647 -1.895
49 C 0.547 -2.343 -2.129
50 C 0.231 -1.706 -3.328
51 C 0.711 -0.451 -3.649
52 C 1.496 0.201 -2.715
53 C 1.842 -0.385 -1.502
54 C 2.634 0.489 -0.561
55 C 4.062 0.735 -1.046
56 C 1.423 -1.707 -1.208
57 N 1.690 -2.237 0.065
58 C 1.744 -3.519 0.239
59 C 1.736 -4.109 1.529
60 C 1.558 -5.445 1.905
61 C 1.483 -5.442 3.299
62 C 1.644 -4.106 3.696
63 N 1.785 -3.307 2.636
64 H -0.151 -5.764 -2.395
65 H 1.456 -5.032 -2.336
66 H 0.401 -4.695 -3.691
67 H -0.328 -3.839 -0.831
68 H -1.200 -3.520 -2.303
69 H -0.437 -2.219 -4.017
70 H 0.447 0.024 -4.586
71 H 1.845 1.209 -2.912
72 H 2.692 0.063 0.438
73 H 2.107 1.447 -0.469
74 H 4.603 -0.210 -1.098
75 H 4.602 1.354 -0.331
76 H 4.070 1.218 -2.027
77 H 1.811 -4.202 -0.601
78 H 1.475 -6.292 1.240
79 H 1.344 -6.291 3.951
80 H 1.696 -3.712 4.701
81 Te 5.144 -1.011 2.293

Just the Löwdin charges please, in e? Sure, here they are:
1. Zn 0.122
2. C -0.082
3. N -0.118
4. C -0.114
5. N 0.023
6. C -0.205
7. N 0.110
8. C -0.188
9. C -0.023
10. C -0.058
11. C -0.017
12. C -0.134
13. C 0.031
14. C -0.292
15. N 0.117
16. N 0.118
17. C -0.290
18. O 0.124
19. C -0.129
20. C -0.017
21. C -0.065
22. C -0.039
23. C -0.182
24. C -0.074
25. N -0.123
26. C -0.161
27. N 0.106
28. C -0.212
29. N 0.101
30. C 0.033
31. H 0.119
32. H 0.131
33. H 0.101
34. H 0.091
35. H 0.117
36. H 0.106
37. H 0.115
38. H 0.123
39. H 0.115
40. H 0.105
41. H 0.117
42. H 0.095
43. H 0.133
44. H 0.126
45. H 0.103
46. H 0.121
47. C -0.089
48. C -0.219
49. C -0.182
50. C -0.089
51. C -0.088
52. C -0.057
53. C -0.179
54. C -0.232
55. C -0.125
56. C -0.178
57. N 0.081
58. C -0.104
59. C -0.344
60. C -0.066
61. C -0.115
62. C -0.176
63. N -0.048
64. H 0.074
65. H 0.066
66. H 0.071
67. H 0.105
68. H 0.090
69. H 0.108
70. H 0.098
71. H 0.113
72. H 0.005
73. H 0.111
74. H 0.058
75. H 0.053
76. H 0.060
77. H 0.107
78. H 0.090
79. H 0.075
80. H 0.096
81. Te -0.349



# CH4ClP

A 2-piece molecular cluster, CH4ClP overall (ωB97M-V/def2-TZVPD, the OMol25 dataset).

Values from the calculation:
F_max = 5.253 eV/A
2S+1 = 1
Orbital gap = 8.863 eV
Charge = 0
E_tot = -841.89035 hartree
Energy above the lowest of the compared OMol25 structures with the same formula, charge and spin = 84.7 kcal per mole
HOMO energy = -9.010 eV

Geometry (Å):
1 C 0.074 0.694 -0.285
2 P 0.791 -0.504 0.936
3 Cl -1.046 1.812 0.470
4 H 0.432 1.089 -1.193
5 H -0.931 -0.345 -1.407
6 H -0.301 -1.174 1.301
7 H 0.983 -1.571 0.178

Just the Löwdin charges please, in e? Sure, here they are:
1. C -0.955
2. P 0.705
3. Cl 0.452
4. H -0.054
5. H 0.150
6. H -0.141
7. H -0.157